ORCA calculation (wB97M-V/def2-TZVPD) on a structure of composition C15H21N3O4RuS.

Its HOMO-LUMO gap (alpha / beta) is 5.24 / 6.77 eV. As for the total energy: -41964.6431 eV. The strongest force on any atom comes out at 1.55 eV Å⁻¹. Its net charge is +1. The value obtained for the relative energy (zero: lowest compared OMol25 entry of this formula, charge and spin) is 1.631 eV. The multiplicity is 2.

Geometry (Å):
Ru (-0.424, -0.251, 0.155)
C (2.858, -1.916, -0.985)
C (2.063, -1.434, 0.197)
C (2.145, -0.108, 0.613)
C (1.465, 0.347, 1.759)
C (0.659, -0.532, 2.462)
C (0.558, -1.878, 2.041)
C (1.265, -2.318, 0.943)
H (3.922, -1.757, -0.809)
H (2.595, -1.365, -1.889)
H (2.697, -2.977, -1.168)
H (2.813, 0.571, 0.097)
H (1.620, 1.371, 2.077)
H (0.141, -0.199, 3.352)
H (-0.042, -2.577, 2.611)
H (1.200, -3.357, 0.645)
N (-1.759, -3.231, -0.424)
C (-1.193, -2.697, -1.517)
N (-1.130, -3.444, -2.628)
O (-0.720, -1.528, -1.540)
H (-2.227, -4.120, -0.447)
H (-1.909, -2.628, 0.368)
H (-1.475, -4.386, -2.670)
H (-0.666, -3.063, -3.433)
C (-2.130, -0.359, 1.235)
H (-2.207, 0.617, 1.722)
H (-2.091, -1.143, 1.991)
H (-2.977, -0.505, 0.564)
N (-2.380, 0.961, -1.650)
C (-1.458, 1.754, -1.066)
C (-0.074, 1.610, -1.427)
C (0.864, 2.425, -0.833)
C (0.485, 3.278, 0.202)
C (-0.904, 3.500, 0.489)
C (-1.853, 2.757, -0.123)
S (1.750, 4.033, 1.164)
O (2.781, 3.005, 1.206)
O (1.119, 4.326, 2.428)
O (2.057, 5.171, 0.315)
H (-3.358, 1.190, -1.561)
H (-2.120, 0.403, -2.448)
H (0.194, 0.960, -2.253)
H (1.910, 2.369, -1.101)
H (-1.159, 4.238, 1.239)
H (-2.906, 2.888, 0.098)

Cartesian forces, eV/Å:
1.10 0.21 1.07
-0.02 0.03 0.01
0.36 -0.07 -0.11
0.35 -0.17 -0.03
0.00 0.23 -0.39
-0.40 -0.22 -0.14
-0.26 0.19 0.17
0.17 -0.15 -0.38
0.00 -0.02 -0.01
-0.01 0.00 0.02
0.00 0.01 0.00
-0.09 0.14 0.05
0.00 0.04 -0.02
-0.06 0.00 -0.03
-0.03 0.04 0.00
0.02 -0.02 0.00
0.07 0.16 -0.06
-0.18 -0.33 -0.17
0.07 0.13 0.07
-0.07 0.29 0.27
0.00 -0.02 -0.01
-0.04 0.00 0.05
-0.01 -0.01 0.00
0.01 0.00 -0.02
-0.21 0.19 -0.49
-0.11 0.00 0.10
-0.07 0.01 0.06
-0.13 0.03 0.13
-0.57 0.04 -0.57
0.18 -0.21 0.31
-0.82 -0.78 0.06
0.18 0.88 0.95
-0.64 -0.65 -0.77
0.84 -0.06 0.16
-0.10 -0.49 -0.35
0.57 1.11 -0.31
-0.06 -0.15 0.06
-0.10 -0.21 0.10
0.06 -0.23 0.34
0.05 -0.02 0.01
-0.03 0.05 0.02
-0.10 0.08 -0.13
0.00 -0.04 0.05
0.07 0.00 0.00
0.00 0.00 -0.05